Record 1
Computed, not measured: one molecule with the formula C4H8N2 in a non-equilibrium geometry, with ωB97M-V/def2-TZVPD.

```
! RIJCOSX wB97M-V def2-TZVPD def2/J DEFGRID3
* xyz 0 1
N -2.987 1.611 1.920
N -2.162 0.749 1.623
C -1.115 0.051 1.382
C 1.424 -0.042 -1.426
C -0.621 -0.130 -0.019
C 0.900 -0.438 0.035
H -0.502 -0.541 2.071
H 0.706 -0.304 -2.185
H 1.667 1.014 -1.542
H 2.279 -0.710 -1.676
H -0.771 0.860 -0.468
H -1.260 -0.863 -0.646
H 1.292 0.229 0.733
H 1.150 -1.486 0.199
*
```

***

Record 2
Computed, not measured: C31H28IO4S4Ta as an isolated structure in a non-equilibrium geometry, with ωB97M-V/def2-TZVPD.

```
! RIJCOSX wB97M-V def2-TZVPD def2/J DEFGRID3
* xyz 0 1
Ta -1.131 2.747 -0.725
C 1.219 -3.052 1.752
C 0.614 -2.491 0.481
C 0.389 -3.547 -0.585
O -0.618 -1.860 0.798
C -0.665 -0.562 0.254
C 0.796 -0.226 -0.085
O 1.465 -1.466 -0.026
C 0.975 0.443 -1.475
O 0.068 1.534 -1.461
C 2.375 1.033 -1.660
C 2.556 1.979 -2.665
C 3.800 2.542 -2.884
C 4.886 2.156 -2.108
C 4.714 1.206 -1.115
C 3.463 0.645 -0.888
C 0.663 -0.484 -2.636
C 1.551 -1.514 -2.943
C 1.306 -2.350 -4.018
C 0.178 -2.165 -4.809
C -0.695 -1.130 -4.520
C -0.451 -0.288 -3.441
C -1.340 0.359 1.303
O -1.350 1.679 0.760
C -2.808 0.006 1.529
C -3.523 0.810 2.416
C -4.875 0.603 2.621
C -5.530 -0.418 1.945
C -4.825 -1.223 1.067
C -3.467 -1.012 0.855
C -0.559 0.381 2.610
C -0.730 -0.651 3.530
C -0.007 -0.665 4.711
C 0.894 0.354 4.991
C 1.060 1.389 4.086
C 0.336 1.404 2.901
H 0.562 -3.812 2.176
H 1.356 -2.251 2.477
H 2.185 -3.506 1.529
H -0.236 -4.343 -0.181
H 1.342 -3.971 -0.903
H -0.104 -3.107 -1.452
H -1.272 -0.545 -0.661
H 1.223 0.455 0.659
H 1.713 2.279 -3.278
H 3.923 3.286 -3.661
H 5.860 2.596 -2.279
H 5.555 0.898 -0.508
H 3.347 -0.099 -0.112
H 2.443 -1.651 -2.347
H 2.005 -3.145 -4.244
H -0.009 -2.818 -5.651
H -1.569 -0.963 -5.136
H -1.137 0.520 -3.234
H -3.012 1.610 2.939
H -5.419 1.241 3.305
H -6.588 -0.583 2.104
H -5.328 -2.022 0.538
H -2.935 -1.664 0.177
H -1.437 -1.441 3.317
H -0.152 -1.472 5.418
H 1.455 0.345 5.917
H 1.749 2.196 4.299
H 0.463 2.231 2.214
S -2.229 4.438 0.731
S -1.992 6.025 -0.572
S 0.036 6.217 -0.471
S 0.625 4.373 -1.200
I -3.156 2.518 -2.476
*
```

***

Record 3
Computed, not measured: one molecule with the formula C5H5ClO2 in a non-equilibrium geometry, with ωB97M-V/def2-TZVPD.

Calculated values
SMILES	Cl[C@H]1[C@H]2OC=CO[C@@H]12

```
! RIJCOSX wB97M-V def2-TZVPD def2/J DEFGRID3
* xyz 0 1
Cl 2.088 -0.784 -0.781
C 1.438 0.446 0.241
C 0.146 1.165 0.028
O -0.767 0.902 -1.085
C -1.305 -0.386 -1.070
C -1.277 -1.239 -0.072
O -0.310 -1.196 0.971
C 0.302 0.129 1.085
H 2.287 1.150 0.573
H 0.296 2.331 0.384
H -1.774 -0.663 -2.060
H -1.538 -2.272 -0.323
H 0.414 0.417 2.109
*
```

***

Record 4
Computed, not measured: a 3-piece molecular cluster, C3H14NO2 overall in a non-equilibrium geometry, with ωB97M-V/def2-TZVPD.

```
! RIJCOSX wB97M-V def2-TZVPD def2/J DEFGRID3
* xyz 1 1
C 1.003 -0.242 -0.735
C 1.790 -0.150 0.604
C 1.630 -1.399 1.457
N -0.390 0.370 -0.645
H 1.603 0.272 -1.501
H 0.898 -1.279 -1.006
H 1.416 0.705 1.185
H 2.861 0.081 0.472
H 2.422 -1.481 2.211
H 0.668 -1.360 2.038
H 1.674 -2.292 0.853
H -0.642 0.099 0.300
H -0.474 1.383 -0.745
H -1.131 -0.022 -1.272
H -3.577 -0.226 -1.799
H -2.741 -1.508 -1.940
O -2.670 -0.554 -1.773
H -0.906 3.108 0.960
H -2.033 1.993 0.933
O -1.401 2.502 0.401
*
```

***

Record 5
Computed, not measured: an isolated ion of composition C27H31B2Cl4O3 and charge -1 in a non-equilibrium geometry, with ωB97M-V/def2-TZVPD.

```
! RIJCOSX wB97M-V def2-TZVPD def2/J DEFGRID3
* xyz -1 1
Cl 0.998 -2.076 2.222
B -0.211 -0.582 3.290
Cl -1.549 -1.594 3.860
Cl 1.061 -0.149 4.562
O -0.564 0.306 2.192
C -0.328 1.682 1.916
C 1.198 1.984 2.010
C 1.577 3.347 2.190
C 2.898 3.752 2.384
C 3.898 2.778 2.427
Cl 5.512 3.188 2.734
C 3.558 1.419 2.286
C 2.216 1.034 2.023
H -0.698 2.266 2.821
H 0.828 4.170 2.187
H 3.120 4.816 2.456
H 4.323 0.641 2.354
H 2.063 -0.010 1.806
C 0.222 -2.913 -2.579
C 1.380 -2.659 -1.601
C 2.614 -3.392 -2.024
C 1.556 -1.088 -1.325
C 2.965 -0.745 -0.861
C 1.230 -0.200 -2.501
O 0.684 -0.930 -0.260
B 0.382 -2.265 0.354
C -1.278 -2.253 0.562
C -1.881 -3.504 0.659
C -3.275 -3.593 0.910
C -4.074 -2.463 1.035
C -3.530 -1.195 0.795
C -2.132 -1.136 0.511
C -1.155 2.502 0.823
C -2.461 2.945 1.449
C -1.404 2.192 -0.652
C -0.644 2.707 -1.776
C -0.890 2.307 -3.112
C -1.939 1.465 -3.479
C -2.724 1.045 -2.410
C -2.575 1.573 -1.123
O 1.000 -3.269 -0.343
H 0.471 -2.637 -3.608
H -0.072 -3.976 -2.570
H -0.675 -2.353 -2.275
H 2.982 -2.967 -2.972
H 3.391 -3.374 -1.247
H 2.331 -4.453 -2.112
H 3.694 -0.933 -1.646
H 3.040 0.302 -0.588
H 3.264 -1.310 0.020
H 1.799 -0.542 -3.376
H 0.182 -0.096 -2.803
H 1.525 0.834 -2.332
H -1.263 -4.379 0.551
H -3.704 -4.569 1.112
H -5.132 -2.511 1.338
H -4.077 -0.247 0.952
H -1.779 -0.130 0.264
H -0.336 3.230 0.841
H -2.249 3.688 2.209
H -3.186 3.438 0.818
H -3.009 2.076 1.841
H 0.196 3.382 -1.609
H -0.318 2.688 -3.950
H -2.087 1.030 -4.487
H -3.533 0.357 -2.645
H -3.426 1.349 -0.500
*
```

***

Number 1: energy -7254.971 eV, LUMO level 0.56 eV. Number 2: energy -93790.278 eV, LUMO level -0.55 eV. Number 3: energy -21879.751 eV, LUMO level 0.61 eV. Number 4: energy -8917.066 eV, LUMO level -3.17 eV. Number 5: energy -86094.139 eV, LUMO level 2.63 eV.